Entry 1:
10
Properties=species:S:1:pos:R:3:lowdin_charge:R:1 method="wB97M-V/def2-TZVPD" homo_energy_ev=-9.4 spin_multiplicity=1 smiles=C#C[C@H]1CN1 energy_ha=-210.060166 e_above_lowest_kcal_mol=65.0
C 2.29836 -0.20628 -0.19296 0.114
C 1.12263 -0.28017 0.05965 -0.104
C -0.29315 -0.38294 0.34451 -0.341
C -1.20277 0.69111 -0.13662 -0.149
N -1.23858 -0.62760 -0.74952 0.019
H 3.34158 -0.14384 -0.41203 0.024
H -0.54308 -0.90509 1.26502 0.134
H -0.74658 1.51471 -0.68137 0.109
H -2.07805 0.95122 0.45322 0.100
H -0.74388 -0.62104 -1.63783 0.095

=====

Entry 2:
10
Properties=species:S:1:pos:R:3:lowdin_charge:R:1 method="wB97M-V/def2-TZVPD" homo_energy_ev=-9.9 spin_multiplicity=1 smiles="C=C=C.C#N" energy_ha=-210.044059 e_above_lowest_kcal_mol=75.1
C -1.48515 0.25695 1.39588 -0.027
C -0.26999 0.13504 0.95491 -0.206
C 0.92230 -0.18237 0.48964 -0.058
H -2.25327 -0.49492 1.06650 0.075
H -1.81852 0.96508 2.18337 0.066
H 1.38759 0.29363 -0.33290 -0.028
H 1.65007 -0.90263 1.16943 0.126
C 0.58453 -0.05205 -2.23072 -0.099
N 0.86370 1.04141 -2.26429 0.090
H 0.41874 -1.06015 -2.43182 0.061